Record 1
This record from the OMol25 dataset describes 6 unconnected molecules or ions with the total composition C39H90N6O6. The level of theory is ωB97M-V with the def2-TZVPD basis set.

```
141
Properties=species:S:1:pos:R:3:forces:R:3
C 2.87165 -1.41812 -7.40643 0.121 -0.362 -0.629
C 1.83037 -2.07513 -6.50068 0.626 2.123 1.869
C 1.86723 -1.32570 -5.12314 -2.068 0.965 -0.801
C 0.64394 -1.65225 -4.26868 -0.456 0.964 0.167
C -0.67420 -1.11355 -4.91726 2.319 -0.605 -1.345
C -0.76147 -1.79035 -6.35859 -0.466 1.308 0.149
N 0.48585 -1.77203 -7.14673 1.932 0.644 4.115
O 0.35650 -2.31472 -8.41688 0.086 0.068 -0.424
C -1.22155 -3.18437 -6.13142 -1.520 -1.319 -0.407
C -1.71000 -0.87865 -7.23240 -0.790 -1.611 0.832
C 2.29563 -3.46803 -6.15762 -1.095 -1.495 -0.696
H 3.88133 -1.48647 -7.00147 0.054 -0.731 -0.152
H 2.82974 -0.35674 -7.65104 -0.975 0.206 0.411
H 2.71334 -1.94411 -8.34791 0.970 -0.082 -0.290
H 2.74466 -1.30888 -4.47666 0.460 -0.767 -0.670
H 1.71102 -0.28232 -5.39710 0.176 0.395 0.078
H 0.82996 -1.17591 -3.30608 -0.346 -0.011 0.205
H 0.52951 -2.71875 -4.07478 0.081 -0.067 -0.027
H -0.65548 -0.04497 -5.13145 0.332 0.195 0.530
H -1.51377 -1.32238 -4.25421 -0.244 -0.215 -0.492
H -0.54919 -3.88894 -5.64192 0.516 0.422 -0.170
H -2.09389 -3.20348 -5.47816 -0.334 0.107 -0.152
H -1.50993 -3.61724 -7.08931 -0.039 -0.300 -0.025
H -2.59974 -0.62609 -6.65559 0.151 0.484 0.351
H -1.18667 0.00366 -7.60084 -0.078 -0.114 0.150
H -2.17338 -1.45233 -8.03506 0.509 0.010 -0.467
H 3.30456 -3.53282 -5.75026 0.151 0.372 -0.496
H 2.15423 -4.09041 -7.04122 0.501 -0.349 -0.107
H 1.69551 -3.95524 -5.38912 -0.296 0.223 0.049
H 0.66118 -1.48826 -8.79863 -0.228 -0.402 -1.541
C -0.50662 -3.78230 6.25468 0.010 0.766 0.974
C -1.21637 -2.64302 5.45765 0.744 -0.701 0.162
C -0.49687 -2.68799 4.11293 -0.476 -0.439 -0.196
C -1.21195 -1.79577 3.21554 -1.612 0.885 -2.381
C -2.68382 -2.09971 3.03065 -0.501 -0.644 0.550
C -3.53297 -2.22516 4.31027 1.281 0.528 -0.617
N -2.65963 -2.96908 5.27677 0.159 -1.139 -1.565
O -3.33589 -3.24007 6.48517 0.143 0.591 0.289
C -3.82647 -0.84035 4.87897 -0.821 0.004 -0.466
C -4.84161 -2.98247 3.92745 0.778 -0.789 1.685
C -0.86696 -1.27117 6.04177 0.460 0.367 0.886
H -0.36616 -4.73292 5.74021 -0.557 0.096 -0.286
H -0.91948 -3.95141 7.24919 -0.419 -0.121 -0.060
H 0.50740 -3.46438 6.49713 0.173 0.294 -0.250
H 0.52691 -2.31391 4.11864 0.212 -0.431 0.704
H -0.51945 -3.69556 3.69773 0.087 -0.174 0.071
H -0.92588 -1.96097 2.17680 1.018 0.568 -0.119
H -1.13204 -0.73962 3.47294 0.428 0.023 -0.080
H -2.79702 -3.06276 2.53285 0.197 -0.115 -0.271
H -3.06069 -1.33824 2.34784 -0.514 0.023 0.145
H -4.66054 -0.41214 4.32304 -0.525 -0.080 0.378
H -4.03988 -1.00620 5.93492 -0.200 0.674 0.033
H -3.06804 -0.07807 4.70055 0.407 -0.421 0.342
H -5.52462 -2.42846 3.28350 0.166 0.149 0.262
H -4.68870 -3.98434 3.52621 0.667 0.171 -0.712
H -5.27921 -3.30767 4.87130 -0.763 0.721 0.169
H -1.03755 -1.23658 7.11779 -0.126 0.067 0.071
H -1.28225 -0.36373 5.60338 -0.559 -0.493 -0.072
H 0.19637 -1.10078 5.87327 0.244 -0.243 0.317
H -3.28956 -4.19667 6.55133 -0.077 -0.125 0.006
C 4.14248 0.95769 1.65424 -2.351 1.313 0.222
C 4.63078 -0.42897 1.51964 -0.040 -1.686 -2.380
C 4.66725 -1.04039 2.88713 0.688 -2.150 1.412
C 5.02799 -2.56869 2.88250 0.082 0.373 0.701
C 3.94019 -3.39517 2.22041 1.016 0.743 -0.326
C 3.62712 -2.85884 0.81016 0.417 0.470 -1.253
N 3.63089 -1.32673 0.69245 0.817 0.592 3.558
O 3.28151 -0.71810 -0.50998 0.454 -0.897 -0.596
C 4.72260 -3.45400 -0.12978 -0.829 0.626 -0.399
C 2.20046 -3.35103 0.58533 -0.610 0.314 -0.334
C 6.02454 -0.25197 0.89078 0.429 -0.879 -0.910
H 3.18923 0.85171 2.17210 -0.227 0.525 0.247
H 3.90904 1.52613 0.75397 0.216 -0.483 -0.410
H 4.77960 1.63514 2.22277 0.213 -0.440 0.287
H 5.31049 -0.48681 3.57117 0.512 0.083 -0.282
H 3.72372 -1.01438 3.43226 -0.516 0.354 -0.552
H 5.18591 -3.01799 3.86296 -0.361 0.600 0.633
H 6.01793 -2.78795 2.48242 -0.044 0.313 -0.788
H 3.01590 -3.52153 2.78417 0.235 0.593 0.422
H 4.33936 -4.40680 2.14710 -0.112 -0.192 -0.413
H 4.56726 -4.52108 -0.28885 0.346 -0.141 0.368
H 4.71533 -3.01977 -1.12953 -0.374 0.250 -0.052
H 5.69828 -3.17342 0.26701 0.064 -0.532 0.173
H 2.12261 -4.41805 0.37669 0.280 -0.054 -0.296
H 1.65753 -3.22830 1.52249 -0.150 0.224 -0.021
H 1.62383 -2.78613 -0.14712 0.278 -0.131 -0.338
H 6.09920 0.00303 -0.16633 -1.271 1.035 -0.170
H 6.60703 -1.14996 0.68485 0.390 -0.456 1.503
H 6.50368 0.55369 1.44706 0.628 -0.480 -0.002
H 2.35767 -0.48556 -0.39154 -0.265 0.152 -0.020
C -2.94738 7.11270 4.74695 0.997 -0.308 -0.499
C -3.37212 5.92319 3.87364 -0.116 1.479 -0.757
C -2.61595 5.82967 2.51879 -1.260 -0.348 -0.261
O -3.03231 4.64574 1.81647 0.248 -1.972 -1.157
C -4.32345 4.57400 1.05594 1.188 2.103 2.080
N -3.33546 4.66075 4.54694 0.389 -0.139 0.313
H -2.79018 7.98018 4.10597 -0.699 0.413 0.120
H -1.94866 6.99554 5.16758 0.134 -0.599 0.055
H -3.59160 7.27986 5.61016 -0.289 0.185 -0.336
H -4.41254 6.08507 3.59187 -0.298 0.555 -0.219
H -1.53958 5.76958 2.67982 0.019 -0.308 -0.128
H -2.82436 6.64862 1.83031 0.022 0.605 0.424
H -4.84555 3.61834 1.10300 0.564 -0.138 0.527
H -4.25593 4.85767 0.00566 0.506 0.168 0.041
H -4.81764 5.34745 1.64385 -1.297 -0.123 -0.751
H -3.29143 4.02239 3.76550 -0.157 -0.882 0.199
H -4.25284 4.59193 4.96380 0.010 -0.702 0.312
C 1.38362 3.65727 -3.32540 0.067 0.713 0.111
C 1.38542 5.01739 -2.51658 -1.424 -0.588 -2.441
C 0.01982 5.20782 -1.85386 0.142 -0.781 -0.356
O -0.95842 5.14645 -2.87108 2.322 0.081 -1.724
C -2.25142 5.30593 -2.51577 -1.125 -0.275 0.986
N 2.56271 5.13507 -1.74231 0.866 -0.928 1.631
H 2.41416 3.55851 -3.66650 -0.035 -0.491 -0.141
H 0.71629 3.64936 -4.18721 0.139 0.712 -0.175
H 1.03816 2.74682 -2.83568 0.457 0.153 0.859
H 1.53545 5.77127 -3.28941 -1.055 0.271 -0.526
H -0.08053 6.14697 -1.30979 0.078 0.043 0.366
H -0.14547 4.31273 -1.25421 0.022 0.214 0.902
H -2.87490 5.26697 -3.40900 0.041 0.427 -0.003
H -2.36036 6.21147 -1.91892 -0.528 0.378 -0.082
H -2.58335 4.47157 -1.89790 -0.235 -0.258 0.369
H 2.58917 5.89591 -1.07860 -0.052 0.130 -0.192
H 3.32750 5.18876 -2.39982 0.299 0.156 0.425
C -0.56684 1.40654 0.59278 -0.771 -1.605 -1.125
C -1.71382 1.06555 -0.49919 1.263 1.203 1.670
C -2.05454 -0.44251 -0.63854 1.287 0.443 1.053
O -0.87325 -1.15227 -1.15143 -2.043 0.990 0.381
C -0.98589 -2.57214 -1.23156 1.100 0.807 -0.460
N -2.86870 1.90056 -0.09528 -0.704 -0.630 -0.568
H -0.94866 1.36709 1.61295 -0.422 0.188 -0.042
H -0.14355 2.39338 0.40545 0.062 -0.137 -0.034
H 0.18006 0.61266 0.58939 0.491 0.202 -0.274
H -1.32084 1.41359 -1.45446 -0.225 0.050 -0.160
H -2.98232 -0.60129 -1.18817 0.229 -0.039 -0.564
H -2.25270 -0.77422 0.38067 -0.047 -0.402 0.183
H -1.93177 -2.97207 -1.59692 -0.235 0.285 0.108
H -0.67134 -3.04512 -0.30128 -0.306 -0.092 0.199
H -0.21086 -2.74369 -1.97855 -0.106 -0.804 0.022
H -2.73362 2.89022 -0.24506 0.466 0.043 -0.617
H -2.97907 1.90108 0.90867 0.034 -0.551 0.285
```
Forces are in eV/Å.

2S+1: 2
Charge: -1
E (Ha): -2319.5115
Gap between HOMO and LUMO (alpha / beta) (eV): 1.42 / 8.22
HOMO energy (alpha / beta) (eV): 0.85 / -5.97



Record 2
This record from the OMol25 dataset describes a molecular structure, C32H74Br2F6N4O7PRb. The level of theory is ωB97M-V with the def2-TZVPD basis set.

```
127
Properties=species:S:1:pos:R:3:forces:R:3
Rb 0.14090 0.09669 -0.19672 -0.091 -0.279 0.108
Br 0.49065 2.50685 -2.31026 0.138 0.180 -0.107
Br 0.67315 -4.36186 0.02628 0.069 0.209 -0.019
P -0.75325 0.87450 3.41626 0.072 -0.072 -2.974
F -0.07762 1.67234 2.12715 -0.209 -0.681 0.203
F -1.39603 -0.31363 2.40075 0.803 0.754 0.469
F 0.63835 -0.03620 3.49815 -1.119 0.990 0.316
F -1.36706 0.17289 4.66040 -0.626 -0.694 0.812
F -0.24646 2.05423 4.33861 0.474 0.255 0.348
F -2.16772 1.70920 3.04934 0.765 -0.396 0.883
C -2.65856 3.90099 -0.96257 -0.986 1.081 0.483
C -2.27063 3.17066 0.31034 -0.225 -1.432 -1.517
O -2.98026 1.88786 0.26704 1.353 -0.347 1.803
H -2.39096 4.96731 -0.93808 0.306 -0.179 0.168
H -3.75707 3.92959 -1.06366 0.258 -0.311 -0.057
H -2.19892 3.48639 -1.85537 0.045 -0.297 0.148
H -2.48954 3.58166 1.26152 -0.539 1.165 0.699
H -1.19501 3.04746 0.28716 0.374 -0.382 -0.023
H -2.74333 1.45873 1.15467 -0.604 0.719 -1.709
C -3.40678 -1.14249 -1.87906 0.423 -0.431 1.194
C -2.95461 -2.52722 -2.29076 0.137 -0.140 -0.557
C -3.95334 -3.14760 -3.23813 -1.078 0.735 -0.281
C -3.93760 -2.42236 -4.57138 0.494 -2.007 -1.047
C -2.53130 -2.68901 -5.15814 -0.169 1.150 0.650
C -1.50369 -1.97142 -4.23507 -0.352 -0.611 -1.421
N -1.67131 -2.65168 -2.98474 1.722 0.341 1.691
O -0.59025 -2.08630 -2.11968 -1.335 -0.519 -0.392
C -0.11924 -2.27097 -4.74145 0.762 -1.381 -1.193
C -1.52188 -0.45566 -4.11777 0.370 2.015 0.133
C -2.83839 -3.40369 -1.07379 1.404 -0.752 0.083
H -2.70267 -0.89395 -1.07851 -0.322 0.688 -0.042
H -4.37569 -1.36279 -1.40571 0.063 0.823 -0.168
H -3.40921 -0.36054 -2.64114 -0.392 -0.411 0.505
H -3.59252 -4.16030 -3.31236 -0.577 -0.697 -0.437
H -5.00610 -3.04455 -2.89567 0.720 -0.557 0.538
H -4.22257 -1.37642 -4.40253 0.261 -0.194 -0.525
H -4.61726 -2.93738 -5.28573 -0.212 0.627 0.536
H -2.46858 -2.31435 -6.18313 0.228 -0.055 0.010
H -2.29252 -3.79485 -5.11759 -0.351 1.201 -0.183
H 0.50610 -1.56267 -4.24997 1.126 -0.064 0.419
H 0.19848 -3.34811 -4.60464 -0.315 1.221 0.221
H -0.01880 -2.06357 -5.82820 -0.338 0.000 0.453
H -0.98559 -0.16282 -3.17162 -0.410 -0.339 -1.012
H -0.90438 0.01870 -4.92930 -0.735 -0.422 0.590
H -2.47617 0.10513 -4.03865 0.475 -0.622 -0.558
H -3.73195 -3.32612 -0.51870 -1.245 -0.376 0.706
H -2.04638 -3.04914 -0.41682 0.066 0.115 0.063
H -2.53405 -4.45945 -1.31264 -0.607 0.929 0.077
H -0.24940 -2.87150 -1.65672 0.187 -0.288 0.133
C 5.83590 -1.47940 0.96639 1.074 0.981 0.382
C 4.38981 -1.05750 1.03740 -1.046 -0.865 0.727
C 4.20429 0.40827 1.28655 0.658 1.271 -0.652
C 4.65826 1.27126 0.08608 -0.940 1.047 0.344
C 3.84375 0.91752 -1.14253 -1.157 -0.089 0.196
C 3.88139 -0.59255 -1.41109 -0.340 0.226 -1.058
N 3.57998 -1.30296 -0.15992 -1.148 -1.515 0.004
O 3.54574 -2.73825 -0.44700 -0.132 0.509 0.229
C 2.76440 -0.98779 -2.45202 0.046 -0.386 1.159
C 5.22546 -1.00547 -2.02694 0.147 0.686 -1.192
C 3.70185 -1.80687 2.22551 0.979 1.250 -0.122
H 6.26532 -1.05786 0.06825 0.243 -0.499 -0.237
H 5.94441 -2.57159 1.00846 0.164 0.419 0.009
H 6.42782 -0.92312 1.75531 -0.678 -1.050 -0.283
H 3.15339 0.55779 1.46786 -0.446 0.315 0.211
H 4.76702 0.65288 2.17287 0.118 0.332 0.505
H 5.70256 1.07381 -0.09104 0.590 0.059 -0.159
H 4.54114 2.39463 0.20510 0.211 -1.250 0.456
H 4.17707 1.49712 -1.99710 0.349 -0.216 -0.408
H 2.77444 1.26910 -1.07722 0.896 -0.390 0.366
H 2.35961 -0.18518 -3.09128 0.624 -0.150 0.217
H 3.14739 -1.84867 -2.99204 -0.145 0.093 -0.518
H 1.92186 -1.41176 -1.89360 0.014 0.211 -0.106
H 6.11354 -0.45450 -1.71267 -0.167 0.044 0.288
H 5.37506 -2.05251 -1.88317 0.199 -0.786 0.193
H 5.19226 -0.84751 -3.11719 -0.146 0.019 0.226
H 4.32972 -1.82840 3.12909 0.075 0.399 -0.248
H 3.58635 -2.82277 1.96192 -0.640 -1.083 -0.351
H 2.78646 -1.27980 2.46791 -0.403 -0.390 0.050
H 2.64085 -3.11196 -0.19971 0.852 0.792 -0.263
C 1.74080 -6.93315 4.69126 1.594 1.644 1.052
O 0.96904 -7.99299 4.25131 0.048 -0.169 -0.282
C -0.39088 -7.61904 4.18860 -0.925 0.014 1.006
C -0.67348 -6.49998 3.21459 -1.560 0.288 -0.176
N -2.07884 -6.01567 3.23862 -0.203 -2.027 0.932
C -2.38946 -4.91746 2.38243 -0.509 1.577 0.887
C -2.12241 -3.62436 3.14054 -1.638 1.843 -2.203
O -3.10413 -3.49220 4.14695 -0.009 -1.588 0.638
C -3.01700 -2.37759 4.97827 0.440 0.890 -1.291
H 1.89607 -6.10360 3.97824 -0.331 -0.461 -0.109
H 2.78470 -7.21094 4.97207 -0.850 -0.516 -0.249
H 1.30979 -6.44813 5.60146 0.047 -0.363 -0.371
H -0.71320 -7.28532 5.20536 0.156 -0.096 -0.314
H -0.95874 -8.53065 3.99351 0.032 0.105 -0.311
H -0.48008 -6.83614 2.21821 0.239 -0.191 -0.750
H -0.00907 -5.69330 3.41081 0.757 0.799 0.119
H -2.39766 -5.76359 4.17577 0.343 -0.270 -0.189
H -3.43812 -4.86220 1.99331 0.630 -0.508 0.500
H -1.73927 -4.88504 1.55746 0.874 -0.237 -1.328
H -2.32798 -2.76032 2.45680 0.433 -0.471 0.088
H -1.07980 -3.50997 3.39090 0.439 -0.177 0.933
H -2.05205 -2.35632 5.48182 0.148 0.254 0.177
H -3.81530 -2.44408 5.69389 -0.380 0.006 0.368
H -3.13296 -1.46090 4.34486 0.162 -0.423 0.741
C 2.89860 5.35606 1.25108 -2.159 0.048 -1.324
O 1.83037 6.34551 1.07865 1.718 -0.235 1.834
C 1.24321 6.39386 -0.16318 -1.402 1.210 -0.266
C -0.19509 6.96993 0.04719 0.837 -1.316 -0.223
N -0.23336 8.39832 0.30963 1.801 -0.787 0.133
C -1.52470 8.90515 0.50732 -1.660 -0.224 -0.004
C -2.41153 8.79146 -0.72882 -2.017 -1.511 0.995
O -2.03729 9.33120 -1.93996 -0.189 2.039 0.691
C -1.20797 8.53273 -2.67139 1.135 -0.213 -2.967
H 3.41275 5.22451 0.27610 -0.101 -0.083 0.589
H 2.35822 4.41201 1.53764 1.048 0.628 -0.072
H 3.57019 5.76022 1.98711 0.198 -0.163 0.406
H 1.18491 5.40381 -0.59274 -0.176 -0.325 -0.471
H 1.78884 7.10111 -0.80898 0.036 -0.297 -0.233
H -0.64348 6.32594 0.84693 -0.025 0.554 -0.425
H -0.71379 6.79592 -0.88495 -0.289 -0.302 -0.057
H 0.29573 8.54720 1.15023 0.477 0.214 0.237
H -1.48819 9.95750 0.73742 0.230 0.491 0.354
H -2.07743 8.37286 1.35303 0.241 0.530 -0.796
H -3.38068 9.24290 -0.38672 0.590 -0.254 -0.674
H -2.61354 7.72860 -0.98603 -0.191 0.188 0.768
H -1.66279 7.54057 -2.90338 0.029 0.480 0.056
H -0.23011 8.31843 -2.21091 -0.243 0.427 -0.148
H -1.07292 9.11860 -3.66796 0.065 -1.265 1.543
```
Forces are in eV/Å.

Charge: -2
E (Ha): -8122.2567
Gap between HOMO and LUMO (eV): 7.31
HOMO energy (eV): -3.57